Entry 1:
{
  "formula": "C32H62FIN2O13S5",
  "method": "the ωB97M-V functional and the def2-TZVPD basis",
  "species": ["C", "C", "O", "N", "H", "H", "C", "H", "H", "H", "H", "H", "H", "C", "C", "O", "N", "H", "H", "C", "H", "H", "H", "H", "H", "H", "I", "O", "H", "F", "C", "C", "C", "C", "C", "C", "H", "H", "H", "H", "H", "C", "C", "C", "S", "O", "O", "C", "H", "H", "H", "H", "H", "H", "H", "H", "C", "C", "C", "S", "O", "O", "C", "H", "H", "H", "H", "H", "H", "H", "H", "C", "C", "C", "S", "O", "O", "C", "H", "H", "H", "H", "H", "H", "H", "H", "C", "C", "C", "S", "O", "O", "C", "H", "H", "H", "H", "H", "H", "H", "H", "C", "C", "C", "S", "O", "O", "C", "H", "H", "H", "H", "H", "H", "H", "H"],
  "positions_angstrom": [[0.490676, 1.932453, 4.655930], [1.829592, 1.265432, 5.270693], [2.284000, 1.699596, 6.277026], [2.356663, 0.005699, 4.672226], [2.044943, -0.714145, 5.295714], [1.994893, -0.219978, 3.890921], [3.868603, -0.128850, 4.727061], [-0.338697, 2.110070, 5.292107], [-0.119993, 1.358841, 3.841749], [0.565521, 3.026741, 4.118486], [4.238530, 0.325371, 3.798344], [4.147828, -1.031253, 4.380881], [4.497732, 0.114896, 5.665050], [0.036330, 1.390370, 0.053318], [1.444036, 0.904722, -0.518473], [1.509301, 0.851709, -1.781481], [2.501822, 0.566446, 0.400191], [2.861054, 1.340949, 0.846292], [1.809400, -0.046526, 1.192752], [3.660368, 0.070088, -0.389486], [-0.531347, 1.929006, -0.508241], [0.296301, 1.964990, 0.777296], [-0.578551, 0.547539, 0.452009], [4.241033, 0.532131, -1.190763], [3.088077, -0.781755, -0.888288], [4.556933, -0.181469, 0.287035], [4.294938, 3.503901, 1.237308], [1.401432, -0.568209, 2.352806], [0.495230, -0.622759, 1.871816], [-3.197010, 1.396082, 0.542826], [-4.357960, 0.880372, 1.103490], [-4.348229, 0.506940, 2.431371], [-5.436796, -0.070159, 3.194291], [-6.656718, -0.204288, 2.478591], [-6.675552, 0.090433, 1.109193], [-5.540420, 0.536639, 0.394851], [-3.474007, 0.649815, 3.062537], [-5.369653, -0.476462, 4.222865], [-7.546807, -0.639335, 3.068744], [-7.675627, -0.226830, 0.582751], [-5.737152, 0.817389, -0.533812], [6.088451, 0.469552, -3.965355], [5.562805, -0.910387, -4.314352], [6.078745, -1.234076, -5.520591], [6.106028, 0.284865, -6.523435], [4.918132, 0.264633, -7.372611], [7.443137, 0.508824, -6.983765], [5.891035, 1.355497, -5.178153], [7.011143, 0.298918, -3.676420], [5.658028, 0.977752, -3.192662], [4.433274, -0.885498, -4.352652], [5.621332, -1.755891, -3.447866], [5.432710, -1.899412, -5.980397], [6.994495, -1.839778, -5.584525], [4.777828, 1.708345, -5.189252], [6.406519, 2.317321, -5.525017], [-1.730559, -1.454316, -3.909372], [-2.835302, -1.210874, -2.847190], [-3.431875, 0.010934, -3.140410], [-2.209018, 1.052084, -3.787174], [-1.860807, 2.139537, -2.939704], [-2.719242, 1.509352, -5.115365], [-0.937534, -0.110753, -3.973498], [-2.162928, -1.949109, -4.762019], [-1.047187, -2.106108, -3.497666], [-2.449134, -1.155041, -1.866773], [-3.641644, -2.095645, -2.786820], [-3.919312, 0.384540, -2.209178], [-4.092531, -0.026811, -4.014849], [-0.213360, -0.050197, -3.378334], [-0.535647, 0.018303, -4.907173], [-1.062285, 5.737471, -2.319162], [-1.217731, 4.641722, -1.169327], [-1.185548, 5.297282, 0.061325], [-2.128451, 6.763689, -0.095762], [-1.282300, 7.742073, 0.587952], [-3.515077, 6.612820, 0.293604], [-1.995586, 6.886964, -1.895492], [-1.334472, 5.253454, -3.234417], [0.055712, 5.939839, -2.381994], [-0.529359, 3.888011, -1.118445], [-2.205270, 4.040291, -1.296748], [-0.308926, 5.583690, 0.633587], [-1.439172, 4.764433, 0.786156], [-1.584129, 7.793152, -2.260272], [-3.024214, 6.605637, -2.242938], [-2.281967, -2.978282, 3.439353], [-2.570337, -3.504641, 4.759518], [-2.483946, -2.533580, 5.772862], [-1.255677, -1.399102, 5.186020], [-0.077577, -1.723523, 5.933292], [-1.756103, -0.114961, 5.211621], [-1.174060, -1.983857, 3.499892], [-3.030908, -2.248159, 3.226731], [-2.312414, -3.623210, 2.561384], [-2.018739, -4.295814, 4.956380], [-3.642183, -3.925709, 4.720201], [-2.178279, -3.007964, 6.851886], [-3.427200, -1.907100, 5.838142], [-0.055387, -2.362890, 3.297400], [-1.210656, -1.124309, 2.673052], [-0.217523, -5.380258, 0.222157], [-0.060666, -5.683238, -1.281510], [0.039699, -4.559852, -2.045262], [0.847263, -3.365511, -0.949696], [0.044280, -2.189320, -0.696428], [2.183312, -3.171793, -1.227187], [0.881314, -4.255097, 0.597704], [0.030741, -6.217867, 0.889940], [-1.217728, -5.127897, 0.449414], [-0.766435, -6.324733, -1.549894], [0.831307, -6.370841, -1.336676], [-0.906619, -4.010787, -2.413555], [0.689102, -4.885375, -2.958238], [0.561200, -3.545704, 1.333634], [1.724692, -4.752321, 0.894402]],
  "forces_ev_per_a": [[-0.072, 0.709, -4.032], [-3.323, 2.507, 0.021], [0.629, -0.710, -0.574], [5.162, 2.198, 9.359], [-0.882, -0.684, 0.867], [-3.526, -1.734, -8.764], [0.844, 3.033, -0.378], [0.042, -0.123, 1.858], [1.960, 0.369, 1.158], [0.920, -2.702, 1.428], [0.007, 1.437, 0.697], [0.153, -4.073, -0.194], [-1.961, 0.070, -1.468], [3.500, -7.505, 0.241], [-3.173, 1.542, -5.171], [0.882, -0.391, 4.670], [-0.972, -0.616, -4.076], [0.612, 3.465, 2.102], [1.713, -0.944, 2.040], [0.597, -4.005, 0.315], [-3.025, 2.816, -4.567], [1.400, 3.664, 5.427], [0.636, 0.416, -0.310], [-1.357, 1.574, 0.117], [2.010, 0.215, 0.517], [-1.935, -0.268, -0.468], [-0.289, -0.480, 0.099], [-2.604, 0.153, -2.942], [2.028, -0.172, 1.796], [-1.785, -0.611, 0.427], [-0.986, -1.202, 0.048], [0.189, -0.648, 2.869], [-0.504, 0.528, -2.773], [0.316, -0.846, 1.695], [-1.423, -1.278, -0.305], [0.290, 0.157, 4.352], [0.342, 0.190, -0.485], [0.334, 0.785, -0.752], [1.324, 0.820, -1.428], [2.233, 1.111, 0.634], [-0.229, 0.961, -4.246], [-2.296, 0.361, -1.538], [-4.628, 0.045, 7.783], [2.953, -2.301, -5.531], [-1.080, -1.276, -0.424], [1.323, 0.162, 0.248], [0.404, -0.056, -0.998], [-2.592, 2.457, -0.924], [5.097, -0.229, 0.985], [-1.555, 0.869, 2.371], [0.862, 0.361, -0.246], [0.655, 2.086, -1.827], [-1.488, -1.122, -1.578], [0.480, 1.035, 0.312], [1.742, -0.877, 0.032], [0.086, -1.489, 1.385], [-0.529, 0.857, 1.483], [-0.075, -5.869, -0.137], [-3.548, 2.830, 0.036], [-1.102, 3.677, -3.677], [0.672, 0.546, 1.599], [1.060, -1.581, 1.964], [-6.773, -2.279, -4.404], [0.092, 0.657, -0.882], [1.468, -1.842, 0.768], [1.011, -0.253, 1.161], [1.764, 1.762, -0.325], [0.174, 0.498, -1.113], [-0.392, -0.022, 0.494], [5.491, 0.526, 5.713], [0.804, 0.577, -2.550], [1.463, -1.773, 1.654], [-2.526, -0.716, -3.999], [1.705, 5.181, -1.038], [1.042, 1.503, 1.525], [-1.150, 0.098, -0.724], [0.359, 0.010, -0.409], [-0.581, -2.135, -0.426], [-0.322, 0.110, -0.682], [-1.475, 0.429, 0.147], [2.206, -1.804, -0.900], [1.307, 1.283, 0.100], [1.390, 0.773, -1.486], [-4.004, -4.868, 6.092], [-0.258, 1.189, 0.064], [0.869, 0.795, 0.085], [-0.431, 1.902, -2.406], [-5.322, -2.178, -1.950], [-0.574, 2.159, 4.589], [1.081, -3.486, 0.430], [1.622, 0.139, -0.044], [-1.635, 4.651, 0.021], [4.539, 0.694, -2.516], [-1.621, 0.147, -0.354], [0.416, -0.351, 0.368], [2.917, -3.843, 1.015], [1.413, 0.392, 0.139], [-0.749, 1.592, -2.670], [1.053, -0.729, 0.245], [-2.377, 0.479, 0.840], [-0.485, -1.604, 2.217], [1.885, 0.110, 1.308], [2.749, -4.233, 5.519], [0.612, 4.829, -5.188], [-1.784, 0.707, 2.765], [-0.783, -0.285, -0.755], [4.832, 0.801, -2.383], [-4.964, -0.829, -1.837], [-0.251, -0.143, -0.610], [-1.106, 0.780, 0.276], [-3.523, -2.589, -1.316], [-0.289, 1.009, -0.188], [1.249, -1.163, 0.687], [-0.958, 1.649, 1.328], [-0.229, 0.292, 0.413], [2.527, -0.810, 0.072]],
  "lumo_ev": -0.5,
  "multiplicity": 1,
  "de_lowest_kcal_mol": 91.7,
  "total_energy_ev": -128764.5128
}

---

Entry 2:
{
  "formula": "C32H62FNO19S5",
  "method": "the ωB97M-V functional and the def2-TZVPD basis",
  "species": ["N", "H", "H", "H", "H", "F", "C", "C", "C", "O", "C", "O", "O", "H", "H", "H", "H", "H", "H", "C", "C", "C", "O", "C", "O", "O", "H", "H", "H", "H", "H", "H", "C", "C", "C", "O", "C", "O", "O", "H", "H", "H", "H", "H", "H", "C", "C", "C", "S", "O", "O", "C", "H", "H", "H", "H", "H", "H", "H", "H", "C", "C", "C", "S", "O", "O", "C", "H", "H", "H", "H", "H", "H", "H", "H", "C", "C", "C", "S", "O", "O", "C", "H", "H", "H", "H", "H", "H", "H", "H", "C", "C", "C", "S", "O", "O", "C", "H", "H", "H", "H", "H", "H", "H", "H", "C", "C", "C", "S", "O", "O", "C", "H", "H", "H", "H", "H", "H", "H", "H"],
  "positions_angstrom": [[0.001808, -0.384417, -0.656933], [0.045808, 0.603583, -0.427933], [0.090808, -0.463417, -1.589933], [-0.811192, -0.698417, -0.364933], [0.645808, -1.176417, -0.330933], [-0.110192, 1.699583, -2.740933], [1.371808, 3.677583, -0.245933], [2.723808, 3.366583, -0.851933], [2.984808, 3.634583, -2.276933], [3.852808, 4.701583, -2.194933], [4.172808, 5.023583, -0.985933], [4.975808, 5.888583, -0.649933], [3.645808, 4.130583, -0.172933], [0.659808, 3.056583, -0.810933], [1.246808, 4.717583, -0.259933], [1.516808, 3.387583, 0.797067], [3.009808, 2.403583, -0.588933], [2.114808, 3.631583, -2.959933], [3.386808, 2.696583, -2.603933], [0.714808, 3.299583, 5.876067], [1.647808, 2.862583, 4.604067], [2.207808, 1.505583, 4.854067], [1.382808, 0.780583, 3.908067], [0.858808, 1.596583, 3.028067], [0.142808, 1.234583, 2.058067], [0.999808, 2.804583, 3.390067], [0.025808, 3.996583, 5.677067], [1.347808, 3.345583, 6.686067], [0.207808, 2.407583, 5.897067], [2.646808, 3.415583, 4.580067], [2.229808, 1.209583, 5.826067], [3.236808, 1.244583, 4.517067], [0.919808, 0.374583, -5.638933], [2.202808, 0.751583, -4.995933], [2.950808, -0.145417, -3.965933], [4.254808, -0.123417, -4.458933], [4.322808, 0.629583, -5.476933], [5.429808, 0.887583, -5.987933], [3.155808, 1.013583, -5.930933], [0.700808, 0.927583, -6.383933], [0.092808, 0.200583, -4.895933], [0.928808, -0.573417, -6.038933], [1.880808, 1.694583, -4.681933], [2.619808, -1.211417, -4.112933], [2.556808, 0.096583, -2.902933], [-3.307192, -0.743417, -3.466933], [-4.428192, -0.676417, -2.379933], [-5.653192, -0.244417, -3.264933], [-5.079192, 0.610583, -4.571933], [-5.487192, 2.024583, -4.262933], [-5.440192, 0.096583, -5.867933], [-3.456192, 0.556583, -4.248933], [-3.213192, -1.731417, -3.947933], [-2.497192, -0.743417, -2.823933], [-4.309192, 0.145583, -1.581933], [-4.348192, -1.717417, -1.603933], [-6.412192, 0.495583, -2.712933], [-6.018192, -1.083417, -3.791933], [-3.335192, 1.560583, -3.694933], [-2.885192, 0.562583, -5.232933], [-1.139192, -6.356417, -0.523933], [-2.560192, -6.633417, -0.825933], [-3.253192, -5.322417, -0.919933], [-2.124192, -4.240417, -1.728933], [-1.889192, -3.056417, -1.062933], [-2.445192, -4.315417, -3.153933], [-0.723192, -5.248417, -1.526933], [-0.559192, -7.081417, -0.590933], [-1.064192, -5.952417, 0.566067], [-3.065192, -7.329417, 0.052067], [-2.641192, -7.277417, -1.720933], [-3.436192, -4.987417, 0.067067], [-4.287192, -5.452417, -1.494933], [0.073808, -4.573417, -1.240933], [-0.414192, -5.710417, -2.388933], [-0.723192, -2.947417, 5.154067], [-1.387192, -1.566417, 4.749067], [-2.274192, -1.911417, 3.585067], [-1.360192, -3.035417, 2.560067], [-0.532192, -2.372417, 1.619067], [-2.304192, -3.987417, 2.059067], [-0.374192, -3.633417, 3.804067], [-1.511192, -3.320417, 5.831067], [0.077808, -2.682417, 5.582067], [-0.506192, -0.899417, 4.518067], [-1.836192, -1.006417, 5.502067], [-2.421192, -1.029417, 3.136067], [-3.158192, -2.319417, 4.060067], [0.566808, -3.233417, 3.581067], [-0.396192, -4.668417, 3.575067], [4.671808, -1.027417, 3.004067], [5.742808, -0.048417, 2.278067], [4.973808, 0.682583, 1.256067], [3.994808, -0.479417, 0.507067], [4.734808, -1.032417, -0.540933], [2.748808, 0.043583, 0.306067], [3.915808, -1.741417, 1.855067], [4.066808, -0.551417, 3.643067], [5.231808, -1.782417, 3.630067], [6.445808, -0.545417, 1.982067], [6.339808, 0.454583, 2.858067], [5.676808, 1.306583, 0.543067], [4.399808, 1.255583, 2.010067], [4.260808, -2.495417, 1.351067], [2.868808, -2.027417, 1.977067], [-1.967192, 3.854583, 1.328067], [-2.499192, 4.162583, -0.105933], [-2.800192, 2.799583, -0.726933], [-3.655192, 1.944583, 0.532067], [-3.013192, 0.606583, 0.622067], [-5.021192, 1.985583, 0.238067], [-3.097192, 2.897583, 1.830067], [-1.891192, 4.789583, 2.002067], [-0.826192, 3.430583, 1.287067], [-1.875192, 4.830583, -0.634933], [-3.435192, 4.796583, -0.024933], [-1.841192, 2.276583, -0.900933], [-3.212192, 2.816583, -1.715933], [-2.654192, 2.169583, 2.614067], [-3.938192, 3.541583, 2.115067]],
  "forces_ev_per_a": [[4.842, -0.715, 1.982], [1.105, 0.191, 0.476], [-0.264, 0.431, -4.734], [-5.813, -1.876, 1.590], [-0.316, 2.453, 0.557], [0.258, -0.502, 0.742], [0.938, -2.090, -0.281], [-2.430, -0.178, 1.345], [-1.492, -2.133, -0.665], [0.350, 1.720, -3.910], [3.302, 1.667, 1.894], [-1.937, -1.429, -0.750], [1.237, 1.297, 2.225], [-0.375, 0.484, 0.364], [-0.762, 1.542, -0.348], [-0.657, -0.128, 0.015], [-0.051, -2.158, 0.153], [0.077, 1.413, 0.569], [1.609, -0.172, -0.791], [3.181, -2.895, -4.022], [3.059, 3.057, 3.689], [0.605, -0.705, -4.127], [0.486, -2.707, 1.170], [-4.274, -3.447, -4.064], [2.678, 0.907, 2.877], [0.200, 3.586, -0.157], [-1.951, 3.237, -0.529], [1.098, 0.720, 1.907], [-1.807, -2.218, 0.933], [-1.856, 0.669, -0.503], [-1.080, -1.302, 2.813], [-0.344, 1.039, -0.042], [-0.146, -4.902, 5.921], [-1.953, -0.186, 1.330], [-4.237, -1.701, 0.009], [0.285, -1.262, 4.272], [5.434, 2.128, -4.357], [-3.093, -0.334, 0.853], [1.627, 0.505, -2.304], [-1.758, 4.588, -4.736], [0.737, 1.253, -0.415], [0.673, -2.642, -1.252], [0.226, 1.691, 1.964], [0.061, 0.804, 0.173], [1.992, 0.201, -1.342], [-0.420, 0.114, 1.984], [-0.148, -0.984, 1.750], [-1.930, -0.806, 4.349], [-2.789, 6.690, -1.985], [0.448, -1.941, -0.980], [0.005, -0.735, 0.266], [3.838, 0.220, -0.877], [-0.671, 0.698, -0.517], [2.510, 0.354, 0.707], [0.397, -1.104, -1.535], [-1.042, 2.818, -2.754], [1.369, -2.198, -1.384], [-1.426, -1.360, 0.192], [0.587, -1.995, -0.520], [-0.603, 0.188, 1.315], [-3.324, 7.982, 2.823], [-1.668, -3.662, 1.649], [-3.375, -0.633, -1.308], [-0.979, -4.529, -4.658], [0.281, 4.526, 2.140], [-0.056, 0.894, 0.977], [0.488, -0.038, 2.628], [5.113, -6.732, -0.632], [-0.102, -0.518, -1.760], [1.186, 1.824, -2.103], [-0.091, 0.574, 0.103], [-0.236, 0.724, 0.979], [2.327, 0.792, 1.073], [0.239, -0.074, 0.500], [0.278, -0.892, -2.455], [-7.347, -0.515, -2.952], [3.718, -0.958, -1.524], [0.850, -0.942, 2.263], [-3.044, 1.175, -0.185], [1.177, 1.051, -1.119], [-0.106, -1.018, -0.105], [-0.043, 0.022, 1.939], [0.858, -1.032, -0.371], [6.097, 1.137, 3.811], [-0.893, -0.471, -0.647], [-1.288, 0.277, 1.608], [-1.300, 2.967, -2.545], [-0.390, -0.496, -0.780], [1.640, 0.220, -0.514], [0.201, -1.351, 0.891], [4.339, -2.923, -2.406], [-9.005, -0.273, 1.847], [2.180, 3.291, 1.056], [2.666, -2.392, 2.444], [1.406, -1.374, -2.489], [-6.044, 2.325, -1.383], [-2.306, 5.446, 1.654], [-2.510, 2.000, 2.072], [-0.479, 0.732, -0.656], [7.133, -6.718, -4.593], [1.969, 4.096, 4.158], [-1.931, -1.174, 1.224], [-0.524, 0.782, -1.536], [3.188, -4.570, -2.000], [-0.134, 0.678, 0.543], [1.606, 0.487, -0.237], [-1.246, 0.833, 1.196], [2.309, 0.875, -0.375], [3.785, -3.756, -2.574], [-0.818, 1.375, 0.458], [-3.269, 0.356, 0.439], [2.056, 0.417, 3.099], [-0.352, -1.455, -1.080], [-3.152, 0.503, 0.112], [1.118, 0.148, -0.946], [0.583, -0.907, 0.115], [-0.201, 0.127, 0.220], [-1.032, 0.030, -0.197], [-1.326, 1.274, -0.948], [0.190, -0.398, 0.548]],
  "lumo_ev": -0.6,
  "multiplicity": 1,
  "total_energy_ev": -131460.2533
}